# 1
Entry from OMol25: a molecular structure, C25H45ClNO3PRu (wB97M-V/def2-TZVPD).

As for the expectation value of S²: 6.048. The HOMO energy (alpha / beta) is -5.902 / -9.123 eV. The orbital gap (alpha / beta) is 5.810 / 7.456 eV. The net charge is 0. As for the spin multiplicity: 5.

Each line ends with the Löwdin spin population.
Element x y z (Å)
Ru 0.3804 0.0460 2.1636  2.119
P 0.1324 0.5483 -0.0717  0.045
Cl 1.1673 2.2869 2.3576  0.162
C -1.5673 0.1341 1.8298  0.720
H -2.4978 -0.1608 1.2855  0.039
H -1.8110 1.0931 2.3557  0.059
C 1.9608 0.7761 -0.4205  0.007
C -0.7449 2.1948 -0.3021  0.007
C 2.4279 0.8456 -1.8741  0.001
H 2.1750 1.7400 0.0735  0.000
C 3.9121 1.2198 -1.8958  0.001
H 2.2812 -0.1321 -2.3537  0.000
H 1.8514 1.5863 -2.4450  0.000
C 4.7790 0.2851 -1.0345  0.002
H 4.2663 1.2124 -2.9334  0.000
H 4.0138 2.2486 -1.5219  0.000
C 4.2234 0.0509 0.3720  0.004
H 4.8614 -0.6843 -1.5430  0.000
H 5.7908 0.6972 -0.9606  0.000
C 2.7326 -0.3056 0.3409  0.023
H 4.7794 -0.7488 0.8780  0.000
H 4.3399 0.9590 0.9804  0.000
H 2.5877 -1.2799 -0.1543  0.000
H 2.3690 -0.4028 1.3946  0.009
C -0.5818 -0.5563 -1.4388  0.009
C -2.2468 2.0332 -0.5549  0.019
H -0.6175 2.6537 0.6929  0.001
C -2.9530 3.3912 -0.5217  0.002
H -2.4174 1.5565 -1.5296  0.000
H -2.6903 1.3723 0.1947  0.010
C -2.3085 4.4011 -1.4751  0.001
H -4.0097 3.2483 -0.7752  0.000
H -2.9143 3.7820 0.5057  0.000
C -0.7836 4.4926 -1.3347  0.000
H -2.5578 4.1280 -2.5101  0.000
H -2.7420 5.3890 -1.2945  0.000
C -0.0906 3.1270 -1.3254  0.000
H -0.3647 5.0949 -2.1483  0.000
H -0.5395 5.0049 -0.3928  0.000
H -0.1471 2.6772 -2.3288  0.000
H 0.9740 3.2613 -1.0916  0.000
C 0.1585 -1.8928 -1.5835  0.002
H -1.6046 -0.7593 -1.0720  0.000
C -0.5731 -2.8286 -2.5557  0.001
H 1.1806 -1.7089 -1.9487  0.000
H 0.2542 -2.4084 -0.6213  0.001
C -0.8213 -2.1885 -3.9266  0.000
H 0.0140 -3.7490 -2.6732  0.000
H -1.5364 -3.1123 -2.1077  0.001
C -1.4101 -0.7758 -3.8291  0.001
H 0.1253 -2.1478 -4.4818  0.000
H -1.5012 -2.8232 -4.5054  0.000
C -0.6704 0.1121 -2.8225  0.001
H -1.3879 -0.2882 -4.8126  0.000
H -2.4641 -0.8427 -3.5256  0.000
H 0.3467 0.3080 -3.1916  0.000
H -1.1744 1.0834 -2.7766  0.000
C -0.1481 -2.0218 1.9217  0.010
C -1.6457 -2.0036 1.6130  0.513
H 0.5150 -2.0851 1.0469  0.016
C -2.6121 -2.6238 2.5861  0.074
H -1.9207 -2.0678 0.5401  0.016
C -1.9887 -2.8322 3.9706  0.002
H -3.5126 -1.9921 2.6570  0.017
H -2.9694 -3.6064 2.2245  0.021
C -0.6755 -3.6415 3.8662  0.003
H -1.8108 -1.8394 4.4165  0.001
H -2.6821 -3.3846 4.6283  0.000
C 0.3845 -2.9677 2.9826  0.004
H -0.2640 -3.8082 4.8753  0.001
H -0.8879 -4.6482 3.4641  0.001
H 1.1166 -2.4367 3.6014  -0.003
H 0.9643 -3.7646 2.4890  -0.002
O 0.9137 0.1520 6.2596  0.014
N 0.4152 0.1392 5.1347  0.002
O -0.7881 0.3929 4.8562  0.010
O 1.2401 -0.2053 4.1070  0.052

***

# 2
Entry from OMol25: a molecular structure, C25H45CoNOP2 (wB97M-V/def2-TZVPD).

As for the expectation value of S²: 6.038. The HOMO energy (alpha / beta) is -10.544 / -11.631 eV. The orbital gap (alpha / beta) is 8.793 / 6.546 eV. The net charge is +1. As for the spin multiplicity: 5.

Each line ends with the Löwdin spin population.
Element x y z (Å)
Co 0.3852 -0.7515 1.1971  2.588
C -0.0427 -2.3999 -0.6000  0.145
C 0.6668 -1.5842 -1.5226  0.242
C 2.0044 -1.8336 0.3573  0.061
C 0.8153 -2.6553 0.5357  0.175
C 1.9112 -1.2309 -0.9504  0.237
C -1.2803 -3.1593 -0.8949  0.011
H -1.9941 -2.5772 -1.4907  0.001
H -1.7949 -3.4671 0.0243  0.001
H -1.0745 -4.0779 -1.4712  0.006
C 0.7292 -3.8086 1.4746  0.026
H -0.2773 -4.2399 1.4891  0.000
H 1.0001 -3.5001 2.4930  0.005
H 1.4115 -4.6245 1.1874  0.011
C 3.2487 -1.9546 1.1683  0.002
H 3.9786 -2.6381 0.7091  0.001
H 3.0307 -2.3455 2.1691  0.000
H 3.7505 -0.9852 1.2929  0.001
C 3.0422 -0.6163 -1.6838  0.034
H 3.5464 -1.3748 -2.3049  0.015
H 3.8018 -0.2064 -1.0078  0.002
H 2.7235 0.1872 -2.3650  0.004
C 0.2510 -1.3678 -2.9282  0.033
H 0.4458 -2.2490 -3.5583  0.014
H 0.7802 -0.5317 -3.3877  0.001
H -0.8204 -1.1553 -3.0197  0.005
C -1.8290 1.8986 -0.9353  0.004
C -1.9497 0.8932 -1.8130  0.003
C -2.1740 1.0980 -3.2781  0.001
C -0.9559 1.5794 -4.1409  0.000
C 0.3195 1.9157 -3.4157  0.000
C 0.4233 2.9229 -2.5393  0.000
C -0.7083 3.8679 -2.2447  0.000
C -1.8700 3.3442 -1.3395  0.000
H -3.0023 1.8110 -3.4383  0.000
H -1.3046 2.4426 -4.7352  0.000
H -2.5275 0.1415 -3.6999  0.000
H -2.8219 3.5622 -1.8595  0.000
H -1.7863 1.7137 0.1427  0.002
H -1.9801 -0.1446 -1.4719  0.000
H -1.8887 3.9531 -0.4197  0.000
H -0.2776 4.7550 -1.7512  0.000
H 1.3822 3.1643 -2.0689  0.000
H -1.1617 4.2322 -3.1826  0.000
H -0.7297 0.7863 -4.8730  0.000
H 1.2145 1.3651 -3.7279  0.000
P -1.8109 -0.9197 1.8821  0.075
C -2.1610 -2.4409 2.8620  0.006
H -3.1338 -2.3265 3.3636  0.002
H -1.3817 -2.5943 3.6225  0.000
H -2.1985 -3.3225 2.2078  0.000
C -2.1484 0.4200 3.0843  0.014
H -3.0233 0.1427 3.6899  0.003
H -2.3505 1.3570 2.5489  0.000
H -1.2756 0.5472 3.7380  0.000
C -3.2746 -0.8386 0.7886  0.017
H -3.3263 0.1384 0.2935  0.000
H -4.1887 -0.9974 1.3796  0.004
H -3.2269 -1.6113 0.0138  0.000
P 1.4049 1.2834 1.5710  0.054
C 2.6587 1.8347 0.3548  0.003
H 2.9239 2.8837 0.5447  0.001
H 2.2439 1.7503 -0.6575  0.001
H 3.5648 1.2239 0.4381  0.000
C 0.3402 2.7701 1.5839  0.021
H 0.1745 3.1080 0.5530  0.000
H 0.8575 3.5589 2.1453  0.003
H -0.6225 2.5570 2.0573  0.001
C 2.3588 1.4254 3.1330  0.004
H 2.8446 2.4084 3.2095  0.001
H 3.1288 0.6401 3.1710  0.000
H 1.6823 1.2891 3.9877  0.000
O 1.5116 -1.9326 5.1421  0.034
C 1.1035 -1.4753 4.1096  0.032
N 0.7138 -1.0342 3.0612  0.093

***

# 3
Entry from OMol25: a molecular structure, C25H45NP2PrS (wB97M-V/def2-TZVPD).

As for the expectation value of S²: 2.006. The HOMO energy (alpha / beta) is -10.025 / -10.039 eV. The orbital gap (alpha / beta) is 5.561 / 5.671 eV. The net charge is +1. As for the spin multiplicity: 3.

Each line ends with the Löwdin spin population.
Element x y z (Å)
Pr -0.1736 0.8611 -0.2108  2.062
C 2.6105 0.3183 -0.6415  -0.009
C 2.4080 1.5063 0.1331  -0.008
C 1.9637 -0.3305 1.4710  -0.008
C 2.4234 -0.8036 0.2140  -0.009
C 1.9694 1.1031 1.4412  -0.007
C 3.1112 0.2557 -2.0472  -0.001
H 2.7963 1.1149 -2.6601  0.000
H 2.7670 -0.6517 -2.5655  0.000
H 4.2139 0.2385 -2.0667  0.000
C 2.8093 -2.2150 -0.0284  -0.001
H 3.0873 -2.4104 -1.0687  0.000
H 1.9625 -2.8659 0.2437  0.000
H 3.6637 -2.4956 0.6149  0.000
C 1.7595 -1.1870 2.6673  -0.001
H 2.6366 -1.1837 3.3405  0.000
H 1.5593 -2.2355 2.3991  0.000
H 0.8937 -0.8577 3.2645  0.000
C 1.7072 2.0032 2.5963  0.000
H 2.6608 2.2323 3.1009  0.000
H 1.0383 1.5343 3.3284  0.000
H 1.2690 2.9622 2.2796  0.000
C 2.7096 2.8900 -0.3130  0.000
H 3.7889 3.1115 -0.2945  0.000
H 2.2374 3.6194 0.3463  0.000
H 2.3659 3.0633 -1.3401  0.000
C -1.6969 2.4107 -1.7718  -0.002
C -0.3994 2.7268 -2.0957  -0.001
C 0.0684 4.1516 -2.2914  0.000
C 0.2307 5.0254 -1.0188  0.000
C -0.1471 4.4078 0.3042  0.000
C -1.4069 4.0704 0.6220  0.000
C -2.5712 4.3717 -0.2819  0.000
C -2.7702 3.4539 -1.5140  0.000
H -0.5905 4.6745 -3.0097  0.000
H -0.3242 5.9719 -1.1729  0.000
H 1.0424 4.1115 -2.8100  0.000
H -2.9186 4.0900 -2.4076  0.000
H -2.0953 1.4082 -1.9972  0.000
H 0.2341 1.9856 -2.6129  0.000
H -3.7377 2.9350 -1.4049  0.000
H -3.4843 4.3180 0.3282  0.000
H -1.6642 3.7183 1.6252  0.000
H -2.5179 5.4188 -0.6270  0.000
H 1.2899 5.3273 -0.9537  0.000
H 0.6276 4.4147 1.0784  0.000
P -0.6312 -1.1985 -2.4547  -0.004
C 0.3379 -2.7313 -2.7308  -0.001
H 0.0075 -3.2338 -3.6609  0.000
H 0.2014 -3.4132 -1.8796  0.000
H 1.4047 -2.4756 -2.8221  0.000
C -2.3319 -1.8515 -2.6383  -0.001
H -2.4216 -2.4491 -3.5660  0.000
H -3.0380 -1.0065 -2.6879  0.000
H -2.5738 -2.4797 -1.7666  0.000
C -0.4458 -0.4265 -4.1059  0.000
H -1.1133 0.4458 -4.1837  0.000
H -0.7020 -1.1557 -4.8951  0.000
H 0.5961 -0.0939 -4.2399  0.000
P -2.1400 0.2569 1.9142  -0.004
C -1.9452 1.4424 3.2974  0.000
H -2.9412 1.6900 3.6951  0.000
H -1.4580 2.3602 2.9362  0.000
H -1.3218 0.9923 4.0870  0.000
C -3.7717 0.8385 1.3317  0.000
H -3.7271 1.9249 1.1664  0.000
H -4.5201 0.6113 2.1140  0.000
H -4.0527 0.3373 0.3905  0.000
C -2.6521 -1.2540 2.8533  -0.001
H -3.3743 -0.9900 3.6399  0.000
H -1.7654 -1.7153 3.3051  0.000
H -3.0931 -1.9868 2.1673  0.000
S -0.7550 -2.4282 0.5618  -0.002
C -0.1868 -3.8918 1.0766  0.000
N 0.2252 -4.9451 1.4309  -0.001